Record 1
The following is a quantum chemistry calculation of a single C6H9N molecule, from the Open Molecules 2025 dataset.

Positions of all 16 atoms, in Å:
N1 -0.42761 0.25937 -1.14181
C1 0.55019 0.04281 0.01536
C2 -0.44326 -0.91500 0.61340
C3 2.05144 0.04365 0.02053
C4 -1.06279 -1.04491 -0.75611
C5 -0.47368 0.57556 0.94980
C6 -1.13610 1.23259 -0.23698
H1 -0.61226 -1.87033 -1.31900
H2 2.29298 -0.97773 0.29576
H3 2.52900 0.27592 -0.93885
H4 -0.72255 2.22532 -0.42450
H5 -0.26432 0.91820 1.95888
H6 -2.22957 1.23262 -0.31914
H7 -0.35848 -1.66972 1.39115
H8 2.45849 0.74090 0.76724
H9 -2.15148 -1.06928 -0.87572

charge	0
E_HOMO	-8.892	eV
E	-7854.775	eV
HOMO-LUMO gap	10.0	eV

***

Record 2
The following is a quantum chemistry calculation of a single C6H9N molecule at a distorted geometry, from the Open Molecules 2025 dataset.

Positions of all 16 atoms, in Å:
N1 -2.39566 -1.01067 -1.22730
C1 2.80082 0.52851 2.16318
C2 0.01839 -0.64318 -0.65720
C3 -1.44734 -0.23756 -0.43918
C4 0.93547 -0.21453 0.40366
C5 -2.05231 0.38641 -1.62163
C6 1.75759 0.13146 1.21548
H1 2.72694 -0.03417 3.09929
H2 -1.52183 0.44805 -2.55762
H3 -3.36682 -0.74770 -1.24693
H4 3.79060 0.33725 1.73448
H5 -2.77164 1.17989 -1.40609
H6 0.11317 -1.71905 -0.83119
H7 0.35169 -0.15302 -1.58172
H8 2.74129 1.59534 2.40154
H9 -1.68039 0.15296 0.55124

charge	0
E_HOMO	-9.384	eV
E	-7854.447	eV
HOMO-LUMO gap	10.4	eV

***

Record 3
The following is a quantum chemistry calculation of a single C6H9N molecule, from the Open Molecules 2025 dataset.

Positions of all 16 atoms, in Å:
N1 2.12684 -1.10780 0.91345
C1 -1.14300 0.29616 -0.08169
C2 3.07582 -0.53711 -0.02798
C3 -3.80926 0.30671 0.04225
C4 0.91585 -0.74479 0.84428
C5 0.32011 0.25872 -0.13352
C6 -2.34659 0.29832 -0.02112
H1 0.72803 1.25670 0.08411
H2 0.65174 0.01587 -1.15202
H3 3.01061 -1.06311 -0.98984
H4 -4.22988 -0.54369 -0.50394
H5 -4.15536 0.24740 1.07911
H6 0.21520 -1.19198 1.55462
H7 -4.21357 1.22425 -0.39736
H8 4.08925 -0.67581 0.35707
H9 2.92143 0.53423 -0.21902

charge	0
E_HOMO	-9.264	eV
E	-7855.665	eV
HOMO-LUMO gap	10.2	eV